An isolated molecule of C17H24N4O7S at a distorted geometry. Source: the Open Molecules 2025 dataset; level of theory: ωB97M-V/def2-TZVPD.

Atoms and positions in Å:
1 S -0.83 -1.07 -0.25
2 O -2.26 -1.05 -0.09
3 O -0.31 -1.32 -1.57
4 O -0.09 -0.11 2.97
5 O 1.63 5.11 1.52
6 O -1.16 -5.03 0.92
7 O 0.97 3.07 -2.03
8 O -0.93 1.86 -4.13
9 N 2.05 3.50 -3.88
10 N -0.09 -2.15 0.79
11 N 2.47 4.38 -2.95
12 N 1.95 4.77 -0.68
13 C 1.52 4.38 0.57
14 C -0.15 0.51 0.25
15 C 1.18 2.73 -3.34
16 C 1.22 0.66 0.20
17 C 0.41 -3.36 0.19
18 C 0.44 1.59 -3.96
19 C 1.83 4.10 -1.87
20 C -0.72 -2.24 2.10
21 C -0.69 -4.34 -0.22
22 C -2.24 -5.88 0.63
23 C 0.93 3.00 0.59
24 C 0.10 -1.49 3.15
25 C -0.44 2.83 0.70
26 C 1.77 1.91 0.38
27 C -1.71 1.69 -2.97
28 C 0.71 0.68 3.81
29 C -0.99 1.57 0.52
30 H 0.58 0.69 -3.35
31 H -1.97 -6.64 -0.11
32 H -1.59 0.69 -2.55
33 H -0.30 -5.05 -0.96
34 H -0.82 -3.29 2.37
35 H 1.09 -3.85 0.89
36 H 0.96 -3.06 -0.71
37 H -2.51 -6.36 1.57
38 H -1.51 -3.77 -0.69
39 H 2.84 2.05 0.32
40 H -1.46 2.43 -2.20
41 H 1.83 -0.21 0.00
42 H 0.49 0.48 4.87
43 H -1.71 -1.79 2.04
44 H -1.07 3.69 0.89
45 H -2.75 1.84 -3.28
46 H -0.24 -1.79 4.16
47 H -3.10 -5.31 0.26
48 H 1.16 -1.75 3.05
49 H -2.05 1.40 0.57
50 H 0.85 1.44 -4.96
51 H 1.78 0.49 3.63
52 H 0.48 1.72 3.58
53 H 2.46 5.64 -0.74

As for the structure (SMILES): COCCN(CCOC)S(=O)(=O)c1ccc(C(=O)Nc2nnc(COC)o2)cc1. The calculation puts the energy above the lowest of the compared OMol25 structures with the same formula, charge and spin at 12.79 kJ/mol. As for the total energy: -49143.9723 eV. Its HOMO energy is -9.373 eV. For the HOMO-LUMO gap, the calculation gives 0.3510 hartree.